C10H20O14RbS2 as an isolated structure. Source: OMol25; level of theory: ωB97M-V/def2-TZVPD.

```
47
Properties=species:S:1:pos:R:3
Rb -0.671 0.102 -0.567
S -1.201 1.414 2.692
O -1.019 0.457 3.733
O -1.678 2.479 3.586
O 0.058 1.665 1.997
O -2.188 1.038 1.700
C 6.081 -2.138 0.353
C 4.705 -1.641 -0.178
O 4.523 -0.234 0.148
C 3.428 0.444 -0.140
O 2.311 -0.016 -0.366
O 3.640 1.772 0.020
C 2.581 2.611 0.053
H 6.017 -1.914 1.417
H 6.952 -1.620 -0.050
H 6.191 -3.222 0.340
H 3.838 -2.188 0.193
H 4.648 -1.923 -1.230
H 2.975 3.512 -0.418
H 2.412 2.627 1.130
H 1.665 2.334 -0.469
C -4.432 0.843 -1.386
C -4.851 2.300 -1.731
O -4.412 3.198 -0.716
C -3.024 3.427 -0.814
O -2.250 2.915 -1.647
O -2.675 4.125 0.233
C -1.327 4.587 0.445
H -3.452 0.695 -0.933
H -4.497 0.323 -2.341
H -5.047 0.496 -0.555
H -5.934 2.407 -1.660
H -4.645 2.698 -2.725
H -0.986 4.915 -0.537
H -0.697 3.831 0.914
H -1.248 5.511 1.017
C -1.272 -4.431 -0.934
C -1.234 -5.015 0.461
O 0.024 -4.660 0.976
S 0.846 -3.668 -0.011
O 2.200 -4.181 -0.132
O 0.619 -2.299 0.419
O -0.015 -4.027 -1.334
H -1.992 -3.612 -0.940
H -1.689 -5.193 -1.592
H -1.272 -6.104 0.443
H -2.006 -4.642 1.135
```

The calculation puts the highest occupied orbital energy at -1.999 eV. As for the charge: -1.

***

A 2-piece molecular cluster, C6H10O3S overall. Source: OMol25; level of theory: ωB97M-V/def2-TZVPD.

```
20
Properties=species:S:1:pos:R:3
C 0.773 0.029 0.165
C -0.839 0.437 2.319
C -0.749 1.761 1.701
C -0.309 0.600 0.944
C 2.435 0.552 -1.373
C -1.477 -2.027 -1.012
O 1.050 -1.167 0.189
O -1.275 0.104 -2.447
O 1.332 0.949 -0.604
S -1.832 -0.210 -1.146
H -0.108 0.245 3.067
H -1.851 -0.039 2.288
H -1.615 2.238 1.315
H 0.175 2.277 1.923
H 3.181 -0.130 -0.800
H 3.045 1.459 -1.716
H 2.155 -0.082 -2.249
H -1.170 -2.357 -1.937
H -2.316 -2.463 -0.442
H -0.604 -2.176 -0.184
```

The calculation puts the highest occupied orbital energy (alpha / beta) at -8.391 / -8.471 eV. As for the charge: 0.

***

A 2-piece molecular cluster, C6H14NS overall. Source: OMol25; level of theory: ωB97M-V/def2-TZVPD.

```
22
Properties=species:S:1:pos:R:3
C 0.318 1.175 0.861
C -0.056 0.361 -0.298
C -0.357 0.768 -1.735
C 2.403 -1.116 -0.177
C -2.241 1.236 0.630
C 0.910 -1.519 -0.168
N -0.978 0.477 0.803
S 0.276 -2.080 1.359
H 1.002 0.747 1.684
H 0.325 2.173 0.754
H 0.347 1.443 -2.078
H -1.428 1.081 -1.816
H -0.406 -0.105 -2.315
H 2.835 -2.055 -0.166
H 2.647 -0.502 0.593
H 2.788 -0.643 -1.096
H -3.009 0.625 0.034
H -2.721 1.598 1.638
H -1.944 2.124 0.256
H 0.556 -1.962 -1.085
H -0.983 -0.459 1.309
H -0.285 -3.367 1.011
```

The calculation puts the highest occupied orbital energy at -13.109 eV. As for the charge: +1.

***

What did the first record say?
C10H20O14RbS2 as an isolated structure. Source: OMol25; level of theory: ωB97M-V/def2-TZVPD.

```
47
Properties=species:S:1:pos:R:3
Rb -0.671 0.102 -0.567
S -1.201 1.414 2.692
O -1.019 0.457 3.733
O -1.678 2.479 3.586
O 0.058 1.665 1.997
O -2.188 1.038 1.700
C 6.081 -2.138 0.353
C 4.705 -1.641 -0.178
O 4.523 -0.234 0.148
C 3.428 0.444 -0.140
O 2.311 -0.016 -0.366
O 3.640 1.772 0.020
C 2.581 2.611 0.053
H 6.017 -1.914 1.417
H 6.952 -1.620 -0.050
H 6.191 -3.222 0.340
H 3.838 -2.188 0.193
H 4.648 -1.923 -1.230
H 2.975 3.512 -0.418
H 2.412 2.627 1.130
H 1.665 2.334 -0.469
C -4.432 0.843 -1.386
C -4.851 2.300 -1.731
O -4.412 3.198 -0.716
C -3.024 3.427 -0.814
O -2.250 2.915 -1.647
O -2.675 4.125 0.233
C -1.327 4.587 0.445
H -3.452 0.695 -0.933
H -4.497 0.323 -2.341
H -5.047 0.496 -0.555
H -5.934 2.407 -1.660
H -4.645 2.698 -2.725
H -0.986 4.915 -0.537
H -0.697 3.831 0.914
H -1.248 5.511 1.017
C -1.272 -4.431 -0.934
C -1.234 -5.015 0.461
O 0.024 -4.660 0.976
S 0.846 -3.668 -0.011
O 2.200 -4.181 -0.132
O 0.619 -2.299 0.419
O -0.015 -4.027 -1.334
H -1.992 -3.612 -0.940
H -1.689 -5.193 -1.592
H -1.272 -6.104 0.443
H -2.006 -4.642 1.135
```

The calculation puts the highest occupied orbital energy at -1.999 eV. As for the charge: -1.

***

What did the second record say?
A 2-piece molecular cluster, C6H10O3S overall. Source: OMol25; level of theory: ωB97M-V/def2-TZVPD.

```
20
Properties=species:S:1:pos:R:3
C 0.773 0.029 0.165
C -0.839 0.437 2.319
C -0.749 1.761 1.701
C -0.309 0.600 0.944
C 2.435 0.552 -1.373
C -1.477 -2.027 -1.012
O 1.050 -1.167 0.189
O -1.275 0.104 -2.447
O 1.332 0.949 -0.604
S -1.832 -0.210 -1.146
H -0.108 0.245 3.067
H -1.851 -0.039 2.288
H -1.615 2.238 1.315
H 0.175 2.277 1.923
H 3.181 -0.130 -0.800
H 3.045 1.459 -1.716
H 2.155 -0.082 -2.249
H -1.170 -2.357 -1.937
H -2.316 -2.463 -0.442
H -0.604 -2.176 -0.184
```

The calculation puts the highest occupied orbital energy (alpha / beta) at -8.391 / -8.471 eV. As for the charge: 0.